The molecule C2H3N3OS at a distorted geometry, computed with ωB97M-V/def2-TZVPD.

XYZ file:
```
10
Properties=species:S:1:pos:R:3
S 2.85719 -0.34327 -0.12473
O -0.11855 -1.00896 0.08641
N -1.49823 -1.02451 -0.13276
N 1.53625 0.75225 0.14402
N -0.66456 1.11852 0.03558
C 0.37798 0.17873 0.06868
C -1.71830 0.44262 -0.18901
H -2.79676 0.67110 -0.54864
H 3.77394 0.66002 -0.05617
H -1.74895 -1.44651 0.71662
```

Calculated values
- structure (SMILES) = S/N=c1/nc[nH]o1
- relative energy (zero: lowest compared OMol25 entry of this formula, charge and spin) (kJ/mol) = 288.85
- HOMO-LUMO gap (eV) = 8.67
- calculated total energy (eV) = -19472.093


A structure of composition C56H52AsN3OPbSSe, computed with ωB97M-V/def2-TZVPD.

XYZ file:
```
116
Properties=species:S:1:pos:R:3
Pb -0.32585 -0.00139 -0.77828
Se 2.62158 1.49237 -2.52411
As -0.22277 3.03876 -0.71713
S 3.61417 -0.65170 -0.76473
O 3.91416 -0.05914 -2.14745
N -2.98289 -2.48560 -0.82594
N -1.81755 -4.44083 -0.92787
N -0.62205 -2.44884 -0.75099
C 0.52774 -3.26056 -0.87406
C 2.75043 4.77390 2.52890
C 4.88643 1.65322 0.04465
C 1.50046 3.98722 -4.54333
C 0.56738 -3.56018 1.63196
C -0.18303 -0.00322 2.69142
C 3.15635 4.84269 1.20583
C -3.49220 -1.16233 -0.85673
C -3.28363 -4.65737 -2.89071
C 2.36381 4.30929 0.19868
C 0.39131 0.83133 6.27862
C -0.57043 2.52435 -3.44591
C 1.31964 3.97409 -3.16262
C 3.97191 1.45077 2.65794
C 5.15322 -1.58394 -0.53040
C -2.12755 4.82937 0.53200
C -2.39387 6.61074 -1.56722
C -4.74831 1.29697 -0.95421
C 0.65374 3.27076 -5.36895
C -5.50886 0.14147 -0.96139
C -4.06418 -6.83853 -3.52961
C 0.78545 3.57653 1.84607
C 1.12594 -3.82515 0.26184
C -1.93023 -7.18438 -0.40156
C -0.21901 0.05953 1.47792
C 5.28915 2.57080 0.99646
C -5.75425 -2.34404 -0.89010
C -0.69712 -1.21501 4.75571
C -3.37576 -7.38845 -2.45804
C -3.00216 5.89827 0.64066
C -1.76455 -3.04836 -0.85678
C 4.03830 0.62463 0.42027
C -3.14483 6.78652 -0.41542
C 5.33693 3.46164 3.33765
C 1.57100 4.11830 2.84975
C 2.70333 -4.96328 -1.18754
C -1.36878 4.64205 -0.62212
C 3.55889 0.52141 1.71370
C 2.21096 -4.67614 0.07791
C 0.28895 3.22842 -2.59301
C -0.15207 -0.28215 6.90338
C -2.60086 -5.21048 -1.80866
C -4.89717 -1.09987 -0.90478
C 1.04248 -3.52480 -2.14075
C -2.65107 -6.59436 -1.58251
C -3.36997 1.20073 -0.87933
C 2.12519 -4.37383 -2.30177
C -0.69231 -1.30596 6.13738
C -0.39246 2.54247 -4.81547
C -2.68863 -0.01947 -0.83733
C -1.50814 5.54615 -1.66878
C -4.02043 -5.47091 -3.73769
C 1.15174 3.70480 0.50485
C 0.39448 0.92689 4.89669
C -0.15728 -0.09369 4.11788
C 4.84791 2.47430 2.31675
H 4.09153 5.32581 0.94957
H -2.15814 -8.24336 -0.30242
H -1.12435 -2.00693 4.15439
H 2.30831 4.56949 -4.96696
H -1.06401 1.98459 -5.45504
H 5.97127 -0.95717 -0.87923
H -4.54914 -5.03070 -4.57279
H 0.31861 -2.50571 1.74852
H -6.80643 -2.06737 -0.86798
H 0.56632 -3.07460 -3.00315
H 5.17945 4.48124 2.98459
H -0.15545 -0.35240 7.98340
H -0.84504 -7.08181 -0.50426
H 0.80248 3.28082 -6.44056
H 2.70888 4.35933 -0.82274
H -3.58357 6.03333 1.54390
H 2.66924 -5.13764 0.94532
H 5.21269 1.73454 -0.98398
H -5.59790 -2.96074 -1.78007
H 0.82042 1.79207 4.40435
H -0.96936 -4.89399 -0.62610
H -0.12243 3.03786 2.09658
H 5.09108 -2.49537 -1.11261
H -2.22492 -6.67337 0.51749
H -3.40484 -8.45862 -2.29313
H 2.50658 -4.58412 -3.29248
H 4.82639 3.33544 4.29118
H -5.22962 2.26603 -1.00084
H 5.97112 3.36431 0.71523
H 0.81314 1.63064 6.87502
H -6.58965 0.20074 -1.00830
H 2.86916 -0.27020 1.98282
H -4.62607 -7.47619 -4.19871
H 5.25034 -1.81319 0.52850
H -2.50318 7.30273 -2.39270
H 3.61059 1.36426 3.67554
H 1.95848 4.59425 -2.55173
H 6.40846 3.33512 3.50610
H -3.71127 -3.18008 -0.83287
H -0.92570 5.42877 -2.57388
H -2.03457 4.12427 1.35010
H -3.22214 -3.59565 -3.08933
H -3.84753 7.60694 -0.34518
H -0.35149 -4.13284 1.79134
H 3.35474 5.21719 3.31004
H 1.28226 -3.85133 2.40103
H -1.11536 -2.17755 6.62048
H -2.79979 2.12174 -0.84754
H -1.39457 1.96251 -3.01495
H -5.56038 -2.95342 -0.00223
H 1.26110 4.03543 3.88455
H 3.53150 -5.65190 -1.29984
```

Calculated values
- HOMO-LUMO gap (eV) = 6.98
- calculated total energy (eV) = -207698.172


The ion C5H12NO with charge +2 at a distorted geometry, computed with ωB97M-V/def2-TZVPD.

XYZ file:
```
19
Properties=species:S:1:pos:R:3
O 1.78164 0.65099 1.05999
N -0.79418 0.13816 -1.46455
C 0.55310 1.12805 1.61353
C -1.51162 -0.04276 -2.48382
C -0.49512 0.00441 1.40460
C -0.04868 -1.24960 0.46082
C 0.27533 -0.79444 -0.91317
H -0.83255 -2.08791 0.46135
H 1.19808 -0.25542 -0.85564
H 0.87929 -1.62063 1.07651
H 2.47832 1.28716 1.36015
H -1.18206 -0.88083 -3.12165
H -2.05987 0.80758 -2.94592
H -0.41276 -0.53798 2.50735
H 0.26533 -1.48104 -1.70895
H -1.52098 0.36826 1.39175
H -1.07126 0.79428 -0.84633
H 0.31936 2.09432 1.22149
H 0.60718 1.06326 2.74004
```

Calculated values
- relative energy (zero: lowest compared OMol25 entry of this formula, charge and spin) (kJ/mol) = 343.66
- <S²> = 0.75
- HOMO-LUMO gap (alpha / beta) (eV) = 12.13 / 6.85
- net charge = +2
- multiplicity = 2
- calculated total energy (eV) = -8894.100


A cluster of 4 separate species, C46H97I2N11O8P4 in total at a distorted geometry, computed with ωB97M-V/def2-TZVPD.

XYZ file:
```
168
Properties=species:S:1:pos:R:3
I -0.81184 -2.58756 1.93449
I -0.80490 2.53447 2.41212
P -10.47568 4.94016 -2.09591
P -1.26561 5.16788 -2.72296
P 8.48013 -4.53728 4.26844
P -6.13826 -1.03670 -0.13029
O 8.28802 -3.10501 3.77353
O 0.04897 5.18736 -3.49935
O -4.67722 -0.92575 -2.88979
O 7.21230 0.05022 -0.03079
O -10.72209 6.34261 -2.64637
O -3.88213 0.36567 1.53790
O -6.50026 -2.37512 -1.04738
O -6.15671 -1.50301 1.47507
N 10.06344 -4.24883 4.88192
N -4.62301 -0.29575 -0.60047
N 8.72842 -6.23767 4.69365
N -11.63375 5.07144 -0.84090
N -10.17808 3.25828 -1.63955
N -0.52607 5.36717 -1.18002
N -7.26454 0.02548 -0.37354
N -2.79563 4.95684 -1.86167
N -8.88264 5.28236 -1.53487
N 7.30202 -4.41044 5.50624
N -1.83076 6.65476 -3.35601
C -0.59782 -0.37197 4.20610
C 2.54557 -1.10630 0.20528
C 3.81720 -4.81988 -0.06882
C -0.81583 0.48788 1.77022
C 0.87130 4.96747 -1.04496
C -4.02717 5.03107 -2.67154
C -0.73810 -0.54074 2.66630
C -9.23134 2.60730 -2.57977
C -3.65831 0.01985 0.41309
C -2.26215 -0.12084 -0.24640
C -8.16991 6.39042 -2.16291
C 7.50728 -4.38340 6.93680
C 10.81703 -3.13781 4.30731
C 7.93031 -0.90705 -0.83504
C -0.01776 -0.50832 -1.99111
C 0.71040 -5.77719 -1.60369
C 9.68059 -6.89046 3.75924
C -0.82089 6.40631 -0.21163
C 1.36734 -4.74875 -2.60546
C 0.70777 -3.31476 -2.43795
C 3.96941 -0.91720 -0.46662
C -1.69283 -1.14480 -3.98780
C -0.93559 0.08704 0.27262
C -11.40207 5.14549 0.58384
C 1.67291 0.19351 -0.03773
C 10.51712 -4.48027 6.24071
C -1.39624 -0.72705 -2.49585
C -2.55149 -0.53640 -1.63205
C 6.10345 0.58398 -0.75729
C 1.14718 -0.75775 -2.98897
C 4.72602 0.37599 0.01106
C -2.84159 3.64230 -1.17567
C 1.24590 -2.27252 -3.48934
C -11.35495 2.37086 -1.58150
C 7.52971 -7.09780 4.70441
C -8.38901 5.10232 -0.18234
C 1.70549 -6.39228 -0.54277
C 0.24951 -0.07853 -0.59997
C -4.06879 -0.65112 -1.89964
C 4.79940 -5.93893 -0.56238
C -13.02066 5.31408 -1.21069
C 2.39886 -5.33342 0.40095
C 8.80421 -1.75063 0.19531
C -2.00953 6.76273 -4.79713
C 5.92934 -4.11933 5.11786
C -2.00278 7.91225 -2.66418
H -3.74670 3.55156 -0.56984
H 2.15822 0.92550 -0.74558
H 6.24140 1.67948 -0.99250
H 5.40256 -3.52548 5.86787
H -7.29375 5.07353 -0.17291
H 6.56649 -4.50434 7.48107
H -2.02848 -2.21426 -3.98050
H -3.03508 6.49124 -5.08101
H -7.08885 6.29819 -2.01567
H 3.70198 -3.97043 -0.79855
H -0.17281 -5.37896 -1.03739
H -8.32753 6.39190 -3.24140
H 4.37865 -6.38706 -1.50974
H 4.30002 -4.35280 0.84274
H 5.97779 0.07982 -1.76003
H -0.92949 0.61820 4.59457
H 11.89074 -3.25865 4.47995
H 8.12794 -5.21570 7.27659
H 2.45794 -4.62451 -2.37562
H -4.23043 6.04956 -3.00223
H 4.95382 -6.77421 0.16396
H -0.82864 -0.94676 -4.65952
H 6.87866 -6.86948 5.54809
H -8.49027 7.35787 -1.75907
H -8.28762 3.14806 -2.64660
H 1.55044 5.73269 -1.43870
H 4.92253 0.26459 1.11695
H -13.56157 4.36527 -1.32710
H 10.68871 -3.09990 3.22560
H 10.20546 -3.67875 6.91744
H -0.33517 7.35317 -0.46754
H 1.24229 -5.14803 -3.64953
H 0.44812 -0.65310 4.48368
H -4.89902 4.74339 -2.07932
H -8.98074 1.59920 -2.24080
H -0.46834 6.11546 0.78404
H 0.63412 -2.42102 -4.42524
H 10.18132 -5.43854 6.63645
H 4.64178 -1.79208 -0.22598
H 1.02175 -2.96183 -1.41921
H 7.23482 -1.63079 -1.34910
H 2.54229 -5.81399 1.40744
H -1.89114 6.57094 -0.08755
H -1.33420 6.09858 -5.34154
H 4.14934 1.32696 -0.11179
H 8.11136 -2.49884 0.65088
H -1.26412 -1.15121 4.67767
H -11.95300 2.43201 -2.49501
H 2.74506 -1.17494 1.31258
H 0.91731 -0.16001 -3.92057
H -1.81330 7.77190 -5.16542
H -8.70093 5.91733 0.47841
H 1.07745 -7.05171 0.12760
H 2.04794 -2.06043 -0.09034
H -13.10070 5.85294 -2.15768
H 9.89822 -7.91116 4.08174
H 11.61023 -4.53373 6.27731
H 1.70165 -4.46228 0.58406
H 10.50651 -2.17646 4.73251
H -12.32856 5.01527 1.15002
H -11.05003 1.33236 -1.43655
H -2.00258 3.51657 -0.49286
H -2.58542 -0.54484 -4.32168
H -10.97841 6.11356 0.87062
H -6.86225 0.89182 -0.73228
H -6.38146 -2.45874 1.44262
H 5.88229 -3.55140 4.18548
H -10.75243 4.34019 0.93476
H 6.95446 -7.00171 3.77929
H -8.69298 4.14937 0.25053
H 1.05898 4.02965 -1.56858
H 2.13984 -0.37564 -2.62485
H -11.99200 2.60319 -0.72826
H 9.70328 -2.18811 -0.29920
H -2.81531 2.81698 -1.89604
H 7.80586 -8.14678 4.83200
H 9.28082 -6.92003 2.74056
H -5.68389 -2.91768 -1.09670
H 2.40539 -7.07989 -1.07769
H -2.58857 7.79852 -1.74891
H 7.95077 -3.43612 7.25954
H 1.12982 4.78527 0.00295
H 0.31595 -6.64919 -2.20504
H 2.29941 -2.54719 -3.76607
H 1.59179 0.73405 0.93991
H 10.63693 -6.36979 3.72709
H -13.54949 5.91520 -0.46783
H -3.97459 4.37974 -3.54845
H -0.41461 -3.40079 -2.43726
H 5.36524 -5.04933 4.96369
H 9.07496 -1.02066 1.00756
H -9.65242 2.54594 -3.58849
H 3.88064 -0.89126 -1.59061
H -1.03873 8.37564 -2.43065
H -2.57082 8.62802 -3.26472
H 5.78649 -5.49273 -0.87564
H 8.59591 -0.41421 -1.59020
```

Calculated values
- structure (SMILES) = CCCCCCCCCc1c(C)c2c(c(/C(I)=C(/C)I)c1CCCCCOCC)C(=O)N(P(=N)(O)O)C2=O.CN(C)P(=O)(N(C)C)N(C)C.CN(C)P(=O)(N(C)C)N(C)C.CN(C)P(=O)(N(C)C)N(C)C
- HOMO-LUMO gap (eV) = 6.73
- calculated total energy (eV) = -135395.566